*i*
# C4H6N3

The ion C4H6N3 with charge +1 (the ωB97M-V functional and the def2-TZVPD basis, the OMol25 dataset).

The HOMO-LUMO gap (alpha / beta) is 6.76 / 6.55 eV. For the LUMO energy (alpha / beta), the calculation gives -9.96 / -10.12 eV. The structure (SMILES) is CCC1=NN=[N+]=C1. Its highest occupied orbital energy (alpha / beta) is -16.721 / -16.672 eV.

ORCA input file:
```
! RIJCOSX wB97M-V def2-TZVPD def2/J DEFGRID3
* xyz 1 1
C 1.614 0.944 0.641
C 0.721 -0.129 0.179
C -1.822 -0.061 -0.677
C -0.933 -0.466 0.417
N 2.816 0.702 0.124
N 1.542 -0.780 -0.684
N 2.726 -0.402 -0.591
H 1.407 1.702 1.340
H -2.049 1.020 -0.644
H -1.153 -0.267 -1.561
H -2.812 -0.589 -0.759
H -1.023 -0.067 1.481
H -1.034 -1.606 0.733
*
```

*ii*
# C4H6N3

The ion C4H6N3 with charge +1 (the ωB97M-V functional and the def2-TZVPD basis, the OMol25 dataset).

The HOMO-LUMO gap is 10.72 eV. For the LUMO energy, the calculation gives -4.70 eV. The structure (SMILES) is C[C@@H]1C(=[NH2+])N1C#N. Its highest occupied orbital energy is -15.412 eV.

ORCA input file:
```
! RIJCOSX wB97M-V def2-TZVPD def2/J DEFGRID3
* xyz 1 1
C -2.783 -0.577 -0.343
C -0.828 0.815 -0.175
C -0.130 -0.363 -0.780
C 0.747 -1.188 0.152
N -3.724 -0.540 0.314
N -1.601 -0.168 -0.623
N -0.933 1.973 0.283
H 0.249 -0.190 -1.826
H 0.071 -1.855 0.770
H 1.323 -0.727 0.828
H 1.475 -1.899 -0.335
H -0.167 2.598 0.305
H -1.774 2.351 0.606
*
```

*iii*
# C4H6N3

The ion C4H6N3 with charge +1 (the ωB97M-V functional and the def2-TZVPD basis, the OMol25 dataset).

The HOMO-LUMO gap (alpha / beta) is 8.37 / 8.37 eV. For the LUMO energy (alpha / beta), the calculation gives -6.18 / -6.18 eV. Its highest occupied orbital energy (alpha / beta) is -14.551 / -14.550 eV.

ORCA input file:
```
! RIJCOSX wB97M-V def2-TZVPD def2/J DEFGRID3
* xyz 1 1
C 0.330 0.438 -1.728
C 0.262 0.083 1.228
C 0.363 -1.417 0.836
C -0.790 0.733 0.431
N 1.195 -0.431 -1.494
N 0.500 -1.801 -0.317
N -0.714 0.826 -0.884
H 0.405 1.051 -2.564
H 0.086 0.034 2.274
H 1.398 0.306 0.987
H 0.174 -2.193 1.493
H -1.669 1.083 0.912
H -1.540 1.290 -1.174
*
```

*iv*
# C4H6N3

A cluster of 2 separate species, C4H6N3 in total (the ωB97M-V functional and the def2-TZVPD basis, the OMol25 dataset).

The HOMO-LUMO gap (alpha / beta) is 7.26 / 8.63 eV. For the LUMO energy (alpha / beta), the calculation gives -6.92 / -6.02 eV. Its highest occupied orbital energy (alpha / beta) is -14.184 / -14.649 eV.

ORCA input file:
```
! RIJCOSX wB97M-V def2-TZVPD def2/J DEFGRID3
* xyz 1 1
C 0.128 0.411 2.498
C -0.441 0.020 1.280
C -0.008 -0.611 -1.956
C 1.345 -0.085 -1.514
N -1.089 0.928 2.520
N 0.145 0.402 -1.029
N -1.746 0.017 1.693
H 1.052 0.678 2.956
H -0.564 -0.293 -2.838
H -0.191 -1.651 -1.707
H 1.951 -0.819 -0.992
H 1.943 0.667 -2.029
H -2.525 0.336 1.117
*
```

*ii* is the most stable structure; the next one sits 104.2 kJ/mol above it.

*i*
# C4H13O3S

A cluster of 3 separate species, C4H13O3S in total (the ωB97M-V functional and the def2-TZVPD basis, the OMol25 dataset).

The HOMO-LUMO gap is 7.12 eV. For the LUMO energy, the calculation gives 3.40 eV. Its highest occupied orbital energy is -3.719 eV.

ORCA input file:
```
! RIJCOSX wB97M-V def2-TZVPD def2/J DEFGRID3
* xyz -1 1
C 1.045 0.791 1.754
O -0.287 0.813 2.003
C 1.500 0.503 0.209
C 0.397 1.289 -0.450
C 0.180 1.467 -2.020
S -1.082 0.074 -2.452
H 1.545 0.051 2.457
H 1.391 1.859 1.664
H 2.568 0.753 0.189
H 1.219 -0.617 0.099
H -0.567 1.106 -0.092
H 0.519 2.321 0.106
H 1.156 1.453 -2.464
H -0.227 2.553 -2.219
H -1.186 -0.295 -1.133
H 0.292 -2.727 0.865
H 0.801 -2.080 2.112
O 0.758 -2.958 1.659
H -0.746 -0.431 1.167
H -1.794 -1.555 1.740
O -1.271 -1.339 1.061
*
```

*ii*
# C4H13O3S

A cluster of 4 separate species, C4H13O3S in total (the ωB97M-V functional and the def2-TZVPD basis, the OMol25 dataset).

The HOMO-LUMO gap is 7.41 eV. For the LUMO energy, the calculation gives 2.86 eV. Its highest occupied orbital energy is -4.549 eV.

ORCA input file:
```
! RIJCOSX wB97M-V def2-TZVPD def2/J DEFGRID3
* xyz -1 1
C -0.464 1.887 -0.216
O 0.404 1.678 -1.315
C -0.209 0.861 0.917
C -0.540 -0.548 0.494
C -1.891 -1.150 0.576
S -3.036 -0.289 -0.498
H -0.273 2.890 0.173
H -1.467 1.799 -0.618
H -0.919 1.049 1.737
H 0.842 0.998 1.173
H 0.170 -1.315 0.783
H -0.610 -0.499 -0.706
H -1.844 -2.173 0.219
H -2.294 -1.163 1.591
H -1.076 -0.487 -1.463
H 2.373 -0.793 -0.061
H 3.539 -1.011 1.054
O 2.608 -1.151 0.907
H 0.974 0.772 -1.288
H 1.894 -0.969 -2.111
O 1.818 -0.384 -1.349
*
```

*i* is the most stable structure; the next one sits 108.8 kJ/mol above it.

*i*
# C5H19NO4

A cluster of 5 separate species, C5H19NO4 in total (the ωB97M-V functional and the def2-TZVPD basis, the OMol25 dataset).

The HOMO-LUMO gap (alpha / beta) is 9.41 / 3.83 eV. The expectation value of S² is 0.7544. For the LUMO energy (alpha / beta), the calculation gives -3.64 / -9.17 eV. Its highest occupied orbital energy (alpha / beta) is -13.053 / -13.001 eV.

ORCA input file:
```
! RIJCOSX wB97M-V def2-TZVPD def2/J DEFGRID3
* xyz 1 2
C 0.187 -1.461 0.074
C 1.093 -0.257 0.094
C 0.798 0.724 -1.097
C 1.272 3.200 -1.458
C 0.768 2.173 -0.787
N 0.506 -2.692 -0.612
H 0.053 -1.748 1.130
H -0.814 -1.221 -0.362
H 2.140 -0.515 -0.051
H 0.831 0.372 0.926
H 1.271 0.331 -2.005
H -0.221 0.439 -1.461
H 1.302 4.190 -1.020
H 1.355 3.272 -2.539
H 0.518 2.359 0.255
H 0.525 -3.461 0.061
H 1.360 -2.598 -1.169
H -3.692 -1.456 -0.061
H -2.526 -1.590 0.894
O -3.185 -2.116 0.429
H -1.819 -2.274 -2.115
H -0.700 -2.738 -3.121
O -1.633 -2.562 -3.011
H 2.050 0.458 3.846
H 1.425 0.657 2.495
O 1.307 0.167 3.310
H 0.499 3.177 2.542
H -0.504 4.106 1.716
O -0.399 3.326 2.243
*
```

*ii*
# C5H19NO4

A cluster of 5 separate species, C5H19NO4 in total (the ωB97M-V functional and the def2-TZVPD basis, the OMol25 dataset).

The HOMO-LUMO gap (alpha / beta) is 9.95 / 6.25 eV. The expectation value of S² is 0.7595. For the LUMO energy (alpha / beta), the calculation gives -5.00 / -8.69 eV. Its highest occupied orbital energy (alpha / beta) is -14.951 / -14.939 eV.

ORCA input file:
```
! RIJCOSX wB97M-V def2-TZVPD def2/J DEFGRID3
* xyz 1 2
C 1.751 -2.166 0.669
C 2.151 -1.165 -0.424
C 1.043 -0.434 -1.155
C 0.141 0.376 -0.219
C -1.746 1.684 -1.125
N -1.179 0.629 -0.813
H 1.734 -3.195 0.335
H 2.424 -2.077 1.505
H 0.779 -1.972 1.117
H 2.891 -0.484 -0.005
H 2.829 -1.653 -1.126
H 1.428 0.215 -1.937
H 0.470 -1.161 -1.724
H 0.598 1.320 0.089
H -0.124 -0.215 0.659
H -2.770 1.667 -1.520
H -1.301 2.661 -0.945
H 1.269 1.652 -3.471
H -0.240 1.321 -3.227
O 0.404 1.574 -3.894
H -3.203 -0.054 0.153
H -3.724 -1.267 -0.693
O -3.881 -0.724 0.087
H -0.711 2.121 2.615
H 0.700 1.704 2.814
O 0.158 2.228 2.207
H -0.240 -1.523 3.351
H -1.228 -0.452 3.597
O -0.423 -0.609 3.081
*
```

*ii* is the most stable structure; the next one sits 121.8 kJ/mol above it.

*i*
# C3H7N5

The molecule C3H7N5 (the ωB97M-V functional and the def2-TZVPD basis, the OMol25 dataset).

The HOMO-LUMO gap is 9.96 eV. For the LUMO energy, the calculation gives 0.72 eV. The structure (SMILES) is [H]/N=C\N(N=C)/C(N)=N\[H]. Its highest occupied orbital energy is -9.246 eV.

ORCA input file:
```
! RIJCOSX wB97M-V def2-TZVPD def2/J DEFGRID3
* xyz 0 1
C -0.933 0.418 0.009
C 1.293 0.894 1.226
C 0.295 -1.538 -0.872
H -0.721 0.777 -1.988
H -2.421 0.729 -1.494
H -1.606 -0.142 1.899
H 0.897 2.046 1.670
H 2.635 -0.663 1.184
H 0.760 -2.423 -1.251
H -0.834 -1.302 -1.472
N -1.449 0.774 -1.175
N -1.905 0.092 0.884
N 0.615 0.760 -0.018
N 2.395 0.225 1.687
N 0.978 -0.647 -0.289
*
```

*ii*
# C3H7N5

A structure of composition C3H7N5 (the ωB97M-V functional and the def2-TZVPD basis, the OMol25 dataset).

The HOMO-LUMO gap is 8.87 eV. For the LUMO energy, the calculation gives -0.61 eV. Its highest occupied orbital energy is -9.476 eV.

ORCA input file:
```
! RIJCOSX wB97M-V def2-TZVPD def2/J DEFGRID3
* xyz 0 1
C 2.182 0.187 0.493
C 1.274 -0.459 -0.676
C -1.085 -0.621 -0.151
H 3.066 0.683 -0.227
H 1.690 0.896 1.185
H 2.838 -0.584 1.190
H 2.175 -1.265 -0.929
H 1.151 0.304 -1.550
H -2.931 1.365 0.438
H -0.941 0.978 0.857
N 0.065 -1.151 -0.218
N -2.316 -1.370 0.097
N -3.225 -0.529 0.231
N -2.696 0.755 -0.338
N -1.244 0.809 -0.404
*
```

*i* is the most stable structure; the next one sits 38.9 kJ/mol above it.